Density functional theory data (wB97M-V/def2-TZVPD) for the molecule C4H8N2O.

Each line ends with the Löwdin charge.
Cartesian coordinates (Å):
N -0.755 1.912 1.836  0.164
C -0.720 0.953 1.192  -0.195
C -0.789 -0.334 0.473  -0.395
N -2.189 -0.503 0.079  0.038
C 0.134 -0.401 -0.756  -0.150
C 1.563 0.063 -0.502  -0.276
O 1.544 1.446 -0.232  -0.073
H -0.446 -1.098 1.194  0.146
H -2.373 -1.469 -0.174  0.079
H -2.788 -0.279 0.868  0.079
H -0.306 0.193 -1.564  0.126
H 0.169 -1.447 -1.089  0.120
H 2.166 -0.135 -1.396  0.117
H 2.003 -0.510 0.334  0.122
H 2.440 1.796 -0.338  0.098

Charge = 0
Relative energy (zero: lowest compared OMol25 entry of this formula, charge and spin) = 171.1 kJ/mol
Orbital gap = 10.855 eV
HOMO energy = -0.37133 Eh
Energy = -9304.6202 eV


Density functional theory data (wB97M-V/def2-TZVPD) for the molecule C4H4N2.

Each line ends with the Löwdin charge.
Cartesian coordinates (Å):
C -2.073 0.774 -0.298  0.127
C -0.987 0.345 -0.003  -0.091
C 0.409 -0.018 0.330  -0.416
N 1.359 0.076 -0.773  0.046
C 0.520 -1.293 1.069  -0.175
N 0.652 -2.165 1.816  0.157
H -3.044 1.152 -0.539  0.033
H 0.752 0.671 1.110  0.150
H 1.159 -0.600 -1.504  0.085
H 1.262 0.997 -1.193  0.085

Charge = 0
Relative energy (zero: lowest compared OMol25 entry of this formula, charge and spin) = 230.9 kJ/mol
Orbital gap = 11.074 eV
HOMO energy = -0.38429 Eh
Energy = -7190.2956 eV


Density functional theory data (wB97M-V/def2-TZVPD) for the molecule C5H11NO2.

Each line ends with the Löwdin charge.
Cartesian coordinates (Å):
C -2.274 -0.006 -0.937  -0.050
C -0.785 -0.008 -1.220  -0.443
O -0.489 -0.681 -2.452  -0.056
C -0.003 -0.765 -0.145  -0.136
C 0.379 0.128 1.044  -0.189
N 1.751 0.595 0.950  0.026
C 2.575 0.592 2.024  -0.373
O 3.778 0.748 1.950  0.007
H -2.679 -0.995 -0.745  0.087
H -2.836 0.508 -1.713  0.080
H -2.434 0.596 -0.039  0.080
H -0.388 1.003 -1.326  0.140
H -1.262 -0.679 -3.040  0.091
H -0.498 -1.675 0.195  0.120
H 0.902 -1.096 -0.651  0.115
H 0.287 -0.454 1.944  0.109
H -0.306 0.981 1.110  0.115
H 2.183 0.706 0.048  0.144
H 2.099 0.502 3.005  0.131

Charge = 0
Relative energy (zero: lowest compared OMol25 entry of this formula, charge and spin) = 85.3 kJ/mol
Orbital gap = 10.496 eV
HOMO energy = -0.35664 Eh
Energy = -10948.3825 eV


Density functional theory data (wB97M-V/def2-TZVPD) for a cluster of 8 separate species, C44H46Br2 in total.

Each line ends with the Löwdin charge.
Cartesian coordinates (Å):
C -38.678 18.353 -1.843  -0.086
C -38.277 17.051 -2.078  -0.103
C -37.296 16.800 -3.020  -0.115
C -36.746 17.805 -3.760  -0.104
C -37.034 19.147 -3.479  -0.085
C -37.996 19.400 -2.510  -0.093
H -39.544 18.599 -1.247  0.097
H -38.714 16.215 -1.553  0.099
H -37.050 15.767 -3.217  0.101
H -36.155 17.535 -4.622  0.099
H -36.622 19.949 -4.074  0.098
H -38.318 20.417 -2.341  0.094
C -25.859 15.741 -6.016  -0.104
C -27.035 15.686 -6.777  -0.108
C -27.293 14.606 -7.591  -0.099
C -26.258 13.663 -7.769  -0.099
C -25.043 13.713 -7.069  -0.074
C -24.869 14.766 -6.100  -0.079
H -25.857 16.445 -5.197  0.095
H -27.797 16.448 -6.711  0.097
H -28.220 14.549 -8.144  0.098
H -26.527 12.884 -8.467  0.091
H -24.295 12.944 -7.199  0.090
H -24.025 14.702 -5.429  0.093
C -41.679 5.118 -11.355  -0.115
C -42.594 5.217 -10.333  -0.104
C -42.378 6.070 -9.265  -0.088
C -41.149 6.743 -9.182  -0.078
C -40.235 6.590 -10.232  -0.101
C -40.543 5.867 -11.359  -0.114
H -41.862 4.512 -12.230  0.103
H -43.467 4.583 -10.383  0.101
H -43.159 6.212 -8.533  0.098
H -40.893 7.401 -8.365  0.096
H -39.273 7.080 -10.238  0.097
H -39.937 5.944 -12.249  0.105
C -30.150 8.800 -10.649  -0.096
C -31.459 9.179 -10.918  -0.116
C -32.504 8.648 -10.258  -0.107
C -32.266 7.759 -9.213  -0.101
C -30.986 7.502 -8.853  -0.108
C -29.875 7.924 -9.610  -0.077
H -29.273 9.240 -11.100  0.098
H -31.594 9.907 -11.704  0.103
H -33.517 8.903 -10.534  0.104
H -33.114 7.315 -8.713  0.104
H -30.785 6.851 -8.015  0.098
H -28.869 7.628 -9.354  0.099
C -42.103 14.363 -8.348  -0.119
C -42.845 14.720 -9.449  -0.110
C -43.519 15.901 -9.488  -0.103
C -43.688 16.636 -8.311  -0.080
C -42.981 16.221 -7.171  -0.083
C -42.188 15.067 -7.194  -0.103
H -41.589 13.415 -8.293  0.103
H -42.816 14.040 -10.288  0.103
H -44.137 16.134 -10.342  0.100
H -44.351 17.489 -8.296  0.097
H -43.074 16.796 -6.261  0.094
H -41.585 14.777 -6.347  0.102
C -30.553 13.794 -15.625  -0.100
C -30.330 13.231 -16.909  -0.084
C -30.993 13.729 -18.046  -0.086
C -32.020 14.709 -17.916  -0.081
C -32.232 15.200 -16.628  -0.101
C -31.524 14.741 -15.517  -0.117
H -29.941 13.487 -14.789  0.099
H -29.682 12.369 -16.966  0.091
H -30.824 13.359 -19.046  0.090
H -32.600 15.024 -18.770  0.095
H -32.922 16.027 -16.544  0.095
H -31.666 15.168 -14.535  0.099
C -31.332 12.108 -3.382  -0.095
C -32.412 11.247 -3.300  -0.103
C -33.414 11.458 -2.382  -0.096
C -33.366 12.606 -1.598  -0.100
C -32.344 13.532 -1.729  -0.097
C -31.341 13.272 -2.639  -0.106
H -30.547 11.969 -4.111  0.101
H -32.505 10.369 -3.923  0.100
H -34.310 10.868 -2.259  0.101
H -34.172 12.887 -0.937  0.098
H -32.290 14.447 -1.158  0.101
H -30.539 13.974 -2.812  0.100
Br -36.731 11.656 -7.023  0.572
C -35.979 13.067 -8.201  -0.689
C -34.566 13.421 -7.776  -0.673
Br -33.874 14.921 -8.879  0.577
H -36.635 13.937 -8.215  0.051
H -36.085 12.717 -9.227  0.052
H -33.873 12.604 -7.975  0.050
H -34.555 13.668 -6.714  0.054

Charge = 0
Relative energy (zero: lowest compared OMol25 entry of this formula, charge and spin) = 0.0 kJ/mol
Orbital gap = 9.490 eV
HOMO energy = -0.34025 Eh
Energy = -186457.0682 eV